{
  "formula": "C11H15N",
  "method": "ωB97M-V/def2-TZVPD",
  "species": ["N", "C", "C", "C", "C", "C", "C", "C", "C", "C", "C", "C", "H", "H", "H", "H", "H", "H", "H", "H", "H", "H", "H", "H", "H", "H", "H"],
  "positions_angstrom": [[-1.7854, -0.1330, 2.7924], [2.8700, -0.0779, -2.3930], [-0.2542, 1.4340, -0.6779], [-1.1407, 0.3725, -0.7190], [3.5933, 0.5435, -1.1970], [-2.2234, -1.3086, 0.9255], [-1.5703, -0.1105, 0.5205], [-0.4474, 1.6837, 1.7186], [0.1254, 2.0869, 0.5139], [-1.3158, 0.6271, 1.6875], [-2.4248, -2.3770, -0.0989], [-2.3091, -1.3100, 2.3088], [-1.8953, 0.1563, 3.7595], [3.5078, 0.0276, -3.2726], [0.8557, 2.8800, 0.4999], [2.0632, 0.5897, -2.7007], [-0.2520, 2.1712, 2.6677], [-1.4103, -0.0263, -1.6856], [-2.4310, -1.9322, 3.1818], [4.2708, -0.1599, -0.7326], [4.2478, 1.3407, -1.5674], [-3.4732, -2.4399, -0.4192], [2.5312, -1.0991, -2.2564], [-2.2704, -3.4144, 0.1978], [2.8603, 0.8682, -0.4582], [-1.8245, -2.2147, -0.9764], [0.1024, 1.8222, -1.6189]],
  "atomic_forces_ev_per_a": [[-0.9481, -0.8824, -1.6620], [0.3825, 1.1065, -0.5636], [0.1054, 0.8398, -0.0414], [0.7357, 0.4274, 0.1688], [0.0641, -0.3235, -0.4801], [0.9073, -0.9357, -2.5930], [-1.1578, -0.1767, 0.9757], [-0.4092, 0.2531, 0.7529], [-0.4663, -0.6915, -0.7375], [0.7245, -0.1897, 0.5083], [-1.1683, -0.7474, 0.3784], [1.4056, 2.4756, 3.1957], [0.3327, 0.0314, -0.2889], [0.2166, -0.7197, 0.0381], [-0.0173, 0.1284, -0.0821], [-0.5014, -0.2730, 0.2676], [0.2724, 0.0691, -0.1690], [-0.1207, -0.3006, 0.1375], [-0.9855, -1.1692, -0.8377], [0.0496, -0.2982, 0.2339], [-0.4604, 0.2350, 0.3928], [-0.0073, 0.4381, -0.0343], [-0.0709, -0.0188, -0.0268], [0.3941, 0.1531, 0.5860], [0.2920, 0.2916, 0.1439], [0.2033, 0.2555, -0.2302], [0.2272, 0.0216, -0.0329]],
  "relative_energy_kcal_mol": 18.6,
  "orbital_gap_ev": [9.47, 6.31],
  "energy_ha": -482.606790,
  "homo_energy_ev": [-13.22, -13.48],
  "multiplicity": 2,
  "charge": 1,
  "s_squared": 0.77
}